1.
This record from the OMol25 dataset describes a structure of composition C20H12AgF3OSSbSe4 in a non-equilibrium geometry. The level of theory is ωB97M-V with the def2-TZVPD basis set.

Positions of all 43 atoms, in Å:
Ag 4.05207 -0.81002 -0.24039
Se 2.95185 1.48332 -0.93085
Se 3.50696 2.69376 1.00842
Se 3.27493 1.15798 2.73701
Se 4.84960 -0.49369 2.18821
F -4.42540 -3.67229 2.65387
C -3.36504 -2.96857 2.15920
C -3.21107 -2.86426 0.79425
C -2.12844 -2.13640 0.30765
C -1.20606 -1.51346 1.14825
C -1.40113 -1.68636 2.52062
C -2.47582 -2.39616 3.04257
Sb 0.65189 -0.46484 0.46234
C -0.05714 -0.41268 -1.56419
C -1.28453 0.12006 -1.94878
C -1.70139 0.10541 -3.27505
C -0.86315 -0.46290 -4.21066
F -1.26429 -0.48283 -5.51454
C 0.35839 -1.01108 -3.88143
C 0.75357 -0.97683 -2.55001
C -0.16532 1.45046 1.05336
C -0.45244 1.69910 2.39215
C -0.93072 2.92974 2.82491
C -1.10412 3.92169 1.88337
F -1.57370 5.13657 2.29136
C -0.80478 3.73941 0.55166
C -0.32893 2.49615 0.15057
H -3.92119 -3.34350 0.13236
H -2.01083 -2.06197 -0.76690
H -0.68879 -1.26516 3.22395
H -2.61893 -2.51649 4.10897
H -1.94041 0.55483 -1.20175
H -2.65226 0.52030 -3.58398
H 0.98635 -1.45031 -4.64527
H 1.71172 -1.40981 -2.28033
H -0.28126 0.93293 3.13985
H -1.14521 3.12621 3.86700
H -0.92060 4.55794 -0.14646
H -0.04260 2.36004 -0.88519
O 7.21487 1.12131 -1.21780
C 6.56705 0.20587 -1.34303
S 4.32637 -3.35574 -2.84297
C 3.75992 -2.55775 -1.61232

Calculated values
Spin multiplicity ... 2
E ... -313892.3476 eV
Relative energy (zero: lowest compared OMol25 entry of this formula, charge and spin) ... 0.018 eV
Charge ... -2


2.
This record from the OMol25 dataset describes a structure of composition C20H12ClF6N6O8S2Sm in a non-equilibrium geometry. The level of theory is ωB97M-V with the def2-TZVPD basis set.

Positions of all 56 atoms, in Å:
Sm 0.43887 -0.75431 -0.62856
C 2.47351 -3.98867 2.26820
C 1.92738 -3.75353 3.52642
C 0.94274 -2.80091 3.65637
C 0.50140 -2.11034 2.51658
N 1.06264 -2.31702 1.29785
C 2.03164 -3.23335 1.19725
N -0.46136 -1.15758 2.68252
C -1.27213 -0.84801 1.72749
N -1.42970 -1.55699 0.55822
C -2.16080 -0.80849 -0.29809
N -2.46952 -1.24598 -1.48324
C -2.31263 -0.47974 -2.58647
C -3.27928 -0.31677 -3.58854
C -2.95154 0.40717 -4.71227
C -1.67087 0.94337 -4.82207
C -0.76624 0.72807 -3.80001
N -1.06280 0.03881 -2.69890
C -2.56478 0.46271 0.35680
C -3.33452 1.53642 -0.04963
C -3.59611 2.53328 0.88527
C -3.12656 2.44018 2.18914
C -2.37263 1.35024 2.60844
C -2.09143 0.37075 1.67737
H 3.23370 -4.74207 2.13281
H 2.27654 -4.30671 4.38799
H 0.47656 -2.57815 4.60267
H 2.47095 -3.36299 0.21125
H -4.25438 -0.74942 -3.44228
H -3.67792 0.55485 -5.49939
H -1.38304 1.51193 -5.68875
H 0.24989 1.10233 -3.85584
H -3.71297 1.60352 -1.05999
H -4.17410 3.39617 0.58839
H -3.33796 3.23316 2.89065
H -2.01881 1.25180 3.62197
F -0.51136 3.66646 1.43362
C 0.53242 3.67820 0.60794
F 0.15755 4.25955 -0.52569
F 1.48835 4.40947 1.15632
S 1.07858 1.90980 0.24102
O 0.15682 1.49448 -0.78814
O 0.92325 1.10671 1.42076
N 2.56272 2.09848 -0.20419
S 3.38478 0.76173 0.02454
O 4.62439 0.73030 -0.64869
O 2.49037 -0.36967 -0.07435
C 3.76196 0.76703 1.89535
F 3.15944 -0.27019 2.47075
F 3.32784 1.88747 2.47301
F 5.06358 0.66173 2.15288
O 2.95550 -2.28383 -1.85327
Cl 1.86702 -1.83469 -2.62087
O 0.66050 -2.39939 -2.03835
O 1.97005 -2.21742 -3.96162
O 1.74246 -0.40996 -2.53066

Calculated values
Spin multiplicity ... 6
E ... -114650.8794 eV
Relative energy (zero: lowest compared OMol25 entry of this formula, charge and spin) ... 2.486 eV
Charge ... 0


3.
This record from the OMol25 dataset describes a structure of composition C20H12F5N3ORuS. The level of theory is ωB97M-V with the def2-TZVPD basis set.

Positions of all 43 atoms, in Å:
Ru -0.30294 -0.20171 -0.34554
C 0.87326 3.96386 -0.16538
C 0.30471 2.63753 -0.48719
N 0.54579 1.53364 0.21878
N 1.33192 1.57745 1.27637
C 1.41267 0.30132 1.82319
O 0.76828 -0.65279 1.27040
C 2.21761 0.10995 2.98717
C 2.90657 1.19696 3.55529
C 3.67819 0.99388 4.67781
C 3.76698 -0.27700 5.23393
C 3.08567 -1.35894 4.67452
C 2.31189 -1.17266 3.55482
C -0.58084 2.38670 -1.60842
C -0.97114 3.38408 -2.48139
C -1.81961 3.07381 -3.53175
C -2.25255 1.77006 -3.67601
C -1.83150 0.80358 -2.77154
N -1.01347 1.08962 -1.75439
H 1.50504 3.91309 0.71292
H 0.06728 4.68105 0.01008
H 1.45924 4.33217 -1.01139
H 2.82892 2.17941 3.11301
H 4.21227 1.82096 5.12356
H 4.37601 -0.42821 6.11680
H 3.16595 -2.34053 5.12007
H 1.77621 -1.99806 3.10634
H -0.61372 4.39499 -2.33986
H -2.13694 3.84048 -4.22641
H -2.91512 1.48615 -4.48193
H -2.15733 -0.22098 -2.86516
F -1.35425 -7.60529 0.74812
C -1.33564 -6.36615 0.35065
C -0.57977 -5.42694 1.06133
F 0.10312 -5.80687 2.12269
C -0.56137 -4.12661 0.64261
F 0.15507 -3.24215 1.31814
C -1.29210 -3.71272 -0.49555
S -1.34035 -2.13535 -1.09986
C -2.04694 -4.69268 -1.19089
F -2.73980 -4.34537 -2.25472
C -2.06954 -5.99607 -0.77688
F -2.77145 -6.90085 -1.42570

Calculated values
Spin multiplicity ... 5
E ... -54438.4036 eV
Charge ... +2


> Which value of E does entry 1 give?

-313892.3476 eV


> E of number 2 (C20H12ClF6N6O8S2Sm)?

-114650.8794 eV